Entry 1:
2 unconnected molecules or ions with the total composition CH7ClOSi2 at a distorted geometry, computed with ωB97M-V with the def2-TZVPD basis set.

Cartesian coordinates (Å):
Cl  2.711  -1.065  0.470
Si  2.506  0.305  -1.018
Si  -1.868  -0.017  -0.733
O  -1.368  -1.575  -0.493
C  -1.966  0.598  1.118
H  3.893  0.851  -1.526
H  1.434  1.399  -0.525
H  -1.701  -0.217  1.794
H  -1.326  1.377  1.324
H  -2.918  0.849  1.510
H  1.938  -0.375  -2.210
H  -1.336  -2.130  0.288

Summary:
- ΔE to the lowest compared entry with this formula, charge and spin (kJ/mol) = 277.0
- E_tot (Ha) = -1156.7147
- total charge = 0
- E_LUMO (eV) = 0.150
- orbital gap (Eh) = 0.31735
- HOMO (Ha) = -0.3118

Entry 2:
A gas-phase ion, C9H15N5 (charge +2) at a distorted geometry, computed with ωB97M-V with the def2-TZVPD basis set.

Cartesian coordinates (Å):
N  1.023  1.655  2.677
N  0.584  -1.693  -1.243
N  0.641  -1.570  0.064
N  -1.060  0.105  -1.838
N  0.864  -2.673  -1.951
C  0.782  -0.412  0.852
C  0.681  0.462  3.081
C  1.302  1.836  1.399
C  -1.628  1.085  -2.690
C  0.557  -0.624  2.282
C  -1.772  2.348  -1.780
C  0.405  -1.969  2.842
C  0.064  -0.459  -1.978
C  1.190  0.837  0.461
H  0.399  0.514  4.129
H  1.394  2.909  1.197
H  -1.854  -0.175  -1.149
H  -0.570  -2.320  2.593
H  -0.837  1.395  -3.456
H  1.317  1.010  -0.574
H  -2.706  2.916  -1.953
H  0.927  -0.225  -2.793
H  1.004  -2.864  2.482
H  0.948  -2.475  0.609
H  -1.670  2.048  -0.687
H  0.389  -1.877  3.965
H  -0.913  3.014  -1.969
H  -2.588  0.783  -3.138
H  1.126  -3.580  -1.435

Summary:
- ΔE to the lowest compared entry with this formula, charge and spin (kJ/mol) = 518.2
- E_tot (Ha) = -624.8759
- total charge = +2
- E_LUMO (alpha / beta) (eV) = -10.110 / -10.113
- orbital gap (alpha / beta) (Eh) = 0.22727 / 0.22715
- HOMO (alpha / beta) (Ha) = -0.5988 / -0.5988

Entry 3:
3 unconnected molecules or ions with the total composition C11H19F4O7PS3 at a distorted geometry, computed with ωB97M-V with the def2-TZVPD basis set.

Cartesian coordinates (Å):
S  3.849  2.227  -2.593
S  -2.163  -0.313  4.199
S  1.676  -1.038  0.558
P  1.014  -1.080  -1.253
F  -1.806  -1.390  -2.547
F  -3.107  0.280  -1.245
F  -3.598  -1.069  0.330
F  -3.010  -3.044  -1.971
O  0.404  -2.589  -1.696
O  -0.355  -4.107  -0.218
O  2.867  1.179  -2.418
O  -2.463  0.769  3.298
O  -0.829  -0.831  4.336
O  4.143  3.152  -1.534
O  -1.579  -2.236  -0.489
C  -2.424  -1.942  -1.506
C  -3.301  -1.666  3.874
C  4.824  3.345  -4.751
C  -4.165  -1.809  5.135
C  -3.518  -0.958  -0.990
C  3.470  3.151  -4.076
C  5.387  1.514  -3.186
C  5.549  1.997  -4.634
C  -2.806  0.102  5.818
C  -4.237  -0.428  5.801
C  -0.487  -3.052  -0.779
H  6.600  2.078  -4.903
H  5.091  1.278  -5.316
H  5.392  4.118  -4.229
H  -3.896  -1.394  3.005
H  4.710  3.655  -5.788
H  6.185  1.880  -2.545
H  2.010  -0.763  -2.166
H  -2.739  1.176  5.968
H  -5.154  -2.191  4.889
H  -4.653  -0.484  6.806
H  -2.726  -2.563  3.663
H  2.977  4.081  -3.804
H  -4.872  0.236  5.211
H  -3.701  -2.519  5.822
H  -2.199  -0.421  6.556
H  -0.016  -0.143  -1.395
H  -4.479  -1.158  -1.439
H  2.806  2.539  -4.686
H  5.324  0.431  -3.115

Summary:
- E_tot (Ha) = -2892.5958
- total charge = 0
- E_LUMO (eV) = 0.532
- orbital gap (Eh) = 0.33576
- HOMO (Ha) = -0.3162

Entry 4:
A molecular structure, ClHNO3P at a distorted geometry, computed with ωB97M-V with the def2-TZVPD basis set.

Cartesian coordinates (Å):
Cl  -0.843  1.548  -0.421
P  1.887  0.557  0.003
O  1.243  0.197  -1.351
O  2.495  -0.469  0.888
O  2.629  1.882  0.084
N  -0.115  1.084  1.030
H  -0.583  0.122  1.132

Summary:
- ΔE to the lowest compared entry with this formula, charge and spin (kJ/mol) = 99.7
- E_tot (Ha) = -1082.6263
- total charge = -2
- E_LUMO (eV) = 6.668
- orbital gap (Eh) = 0.22014
- HOMO (Ha) = 0.0249

Question: The highest total charge belongs to which entry?
Answer: C9H15N5